This record from the Open Molecules 2025 dataset describes a molecular structure, C40H31Cl2N9O6S4Tl. The level of theory is wB97M-V/def2-TZVPD.

XYZ file:
```
93
Properties=species:S:1:pos:R:3:lowdin_charge:R:1
Tl -0.279 -0.011 0.721 0.82
C -4.596 1.220 -0.850 -0.11
C -3.375 0.317 -0.897 -0.74
S -1.872 1.199 -0.803 0.74
C -3.561 -1.005 -1.036 -0.66
C -4.936 -1.639 -1.020 -0.12
S -2.200 -2.096 -1.219 0.95
H -4.314 2.235 -0.577 0.06
H -5.321 0.851 -0.119 0.08
H -5.092 1.251 -1.826 0.09
H -5.622 -1.116 -1.690 0.07
H -5.383 -1.620 -0.018 0.07
H -4.885 -2.677 -1.341 0.06
Cl 0.277 4.314 3.931 0.69
C -1.133 3.282 3.941 -0.56
C -2.145 3.568 4.868 -0.14
C -3.268 2.799 4.937 -0.62
Cl -4.500 3.175 6.123 0.64
C -3.432 1.702 4.059 -0.17
C -4.572 0.867 4.027 -0.03
C -4.639 -0.155 3.124 -0.04
C -3.560 -0.363 2.247 -0.16
N -2.488 0.390 2.257 0.07
C -2.398 1.414 3.134 -0.12
C -1.178 2.203 3.050 -0.39
O -0.244 1.921 2.223 -0.18
H -2.026 4.412 5.537 0.10
H -5.380 1.050 4.724 0.09
H -5.502 -0.808 3.082 0.10
H -3.576 -1.175 1.525 0.10
O -0.910 -2.284 -3.329 -0.10
N -1.827 -1.679 -2.877 -0.28
N 0.172 -6.155 -5.131 0.09
C 0.555 -5.437 -3.995 -0.32
C 0.351 -5.970 -2.719 -0.03
C 0.769 -5.280 -1.596 -0.05
C 1.390 -4.044 -1.738 -0.29
C 1.603 -3.510 -3.000 -0.07
C 1.194 -4.205 -4.122 -0.05
S 1.892 -3.131 -0.320 0.56
O 2.750 -2.090 -0.804 -0.29
O 2.396 -4.094 0.626 -0.34
N 0.537 -2.414 0.226 -0.19
C -0.066 -2.854 1.364 -0.75
S 0.028 -4.401 2.180 1.06
C -1.139 -3.868 3.339 -0.40
C -1.485 -2.594 3.090 -0.24
N -0.886 -2.024 1.985 -0.05
H -0.536 -6.852 -4.983 0.08
H 0.015 -5.604 -5.958 0.08
H -0.136 -6.934 -2.615 0.11
H 0.620 -5.699 -0.608 0.10
H 2.086 -2.543 -3.087 0.11
H 1.353 -3.789 -5.111 0.11
H -1.446 -4.502 4.156 0.06
H -2.158 -1.994 3.688 0.10
N 1.619 -0.051 1.963 0.15
C 2.547 -0.679 2.279 -0.15
C 3.669 -1.377 2.692 -0.25
C 3.625 -2.070 3.938 -0.24
N 3.590 -2.631 4.947 0.11
C 4.875 -1.382 1.929 -0.23
N 5.875 -1.370 1.351 0.13
C 3.711 4.163 -2.774 -0.06
O 2.968 3.976 -1.582 -0.08
C 1.625 4.107 -1.631 -0.21
C 0.943 4.538 -2.761 -0.01
C -0.432 4.736 -2.719 -0.08
C -1.126 4.516 -1.544 -0.11
C -0.449 4.060 -0.423 -0.05
C 0.914 3.817 -0.456 -0.15
N 1.559 3.413 0.744 0.14
C 2.651 2.683 0.897 0.00
C 3.231 1.882 -0.082 -0.18
C 4.635 1.661 -0.103 -0.04
C 5.210 0.965 -1.119 -0.10
C 4.375 0.427 -2.138 -0.06
C 3.017 0.541 -2.087 -0.02
C 2.377 1.223 -1.009 -0.38
O 1.122 1.225 -0.831 -0.17
H 4.746 3.963 -2.513 0.09
H 3.616 5.185 -3.147 0.09
H 3.397 3.461 -3.548 0.10
H 1.483 4.732 -3.675 0.10
H -0.949 5.067 -3.611 0.10
H -2.196 4.671 -1.496 0.10
H -0.992 3.850 0.488 0.11
H 1.007 3.564 1.582 0.07
H 3.108 2.746 1.883 0.15
H 5.244 2.107 0.676 0.12
H 6.278 0.792 -1.135 0.10
H 4.831 -0.137 -2.946 0.11
H 2.372 0.071 -2.821 0.12
```

The value obtained for the HOMO energy is -5.3 eV. Its frontier orbital gap is 6.80 eV. As for the max |F|: 1.0 eV/A. Its charge is -1.

---

This record from the Open Molecules 2025 dataset describes a molecular structure, C40H31IOPSe4SiTi. The level of theory is wB97M-V/def2-TZVPD.

XYZ file:
```
80
Properties=species:S:1:pos:R:3:lowdin_spin:R:1
Ti 0.553 1.155 -1.664 0.93
Se 0.481 3.497 -0.726 -0.01
Se 2.328 4.002 -2.101 0.04
Se 2.899 1.847 -2.791 -0.01
Se 1.090 1.139 -4.125 0.00
I 0.083 -2.025 -2.280 0.02
C -1.252 -2.862 -0.904 0.00
C -0.906 -4.118 -0.493 0.00
C -1.788 -4.895 0.284 0.00
C -3.024 -4.406 0.564 0.00
C -3.405 -3.104 0.155 0.00
C -4.726 -2.674 0.422 0.00
C -5.144 -1.437 0.049 0.00
C -4.216 -0.548 -0.517 0.00
C -2.912 -0.894 -0.775 0.00
P -1.867 0.584 -1.180 0.02
C -2.463 1.819 0.029 0.01
C -3.499 2.721 -0.194 0.00
C -3.835 3.652 0.778 0.00
C -3.143 3.686 1.982 0.00
C -2.109 2.791 2.211 0.00
C -1.763 1.869 1.235 0.00
C -2.503 1.117 -2.810 0.00
C -2.341 2.439 -3.231 0.00
C -2.684 2.804 -4.524 0.00
C -3.174 1.858 -5.411 0.00
C -3.325 0.540 -5.004 0.00
C -2.993 0.171 -3.709 0.00
C -2.488 -2.247 -0.527 0.00
H 0.046 -4.534 -0.793 0.00
H -1.492 -5.884 0.607 0.00
H -3.746 -5.005 1.104 0.00
H -5.399 -3.362 0.919 0.00
H -6.160 -1.113 0.230 0.00
H -4.540 0.465 -0.713 0.00
H -4.041 2.712 -1.132 0.00
H -4.634 4.356 0.591 0.00
H -3.404 4.419 2.734 0.00
H -1.558 2.816 3.142 0.00
H -0.933 1.192 1.408 0.00
H -1.924 3.179 -2.558 0.00
H -2.550 3.830 -4.839 0.00
H -3.433 2.146 -6.422 0.00
H -3.698 -0.205 -5.694 0.00
H -3.112 -0.860 -3.400 0.00
O 1.398 0.309 -0.387 -0.01
Si 2.507 -0.089 0.766 0.00
C 1.505 -0.525 2.283 0.00
C 0.308 -1.229 2.121 0.00
C -0.477 -1.574 3.211 0.00
C -0.074 -1.217 4.491 0.00
C 1.114 -0.524 4.675 0.00
C 1.896 -0.182 3.579 0.00
C 3.649 1.344 1.065 0.00
C 3.166 2.526 1.636 0.00
C 3.986 3.634 1.778 0.00
C 5.307 3.578 1.354 0.00
C 5.807 2.413 0.791 0.00
C 4.981 1.305 0.647 0.00
C 3.467 -1.582 0.194 0.00
C 3.856 -2.562 1.110 0.00
C 4.592 -3.668 0.706 0.00
C 4.946 -3.814 -0.628 0.00
C 4.564 -2.853 -1.555 0.00
C 3.831 -1.749 -1.144 0.00
H -0.014 -1.512 1.123 0.00
H -1.403 -2.117 3.062 0.00
H -0.686 -1.479 5.345 0.00
H 1.429 -0.246 5.673 0.00
H 2.818 0.369 3.731 0.00
H 2.133 2.587 1.956 0.00
H 3.592 4.546 2.208 0.00
H 5.947 4.445 1.460 0.00
H 6.837 2.367 0.461 0.00
H 5.379 0.400 0.202 0.00
H 3.573 -2.465 2.153 0.00
H 4.885 -4.418 1.429 0.00
H 5.517 -4.677 -0.946 0.00
H 4.835 -2.966 -2.597 0.00
H 3.532 -1.009 -1.879 0.00
```

As for the expectation value of S²: 0.755. The value obtained for the HOMO energy (spin up / spin down) is -7.1 / -7.2 eV. Its frontier orbital gap (spin up / spin down) is 6.76 / 6.88 eV. As for the max |F|: 1.6 eV/A. As for the spin multiplicity: 2. Its charge is 0.

---

This record from the Open Molecules 2025 dataset describes a molecular structure, C40H31OP2RuS4Si. The level of theory is wB97M-V/def2-TZVPD.

XYZ file:
```
80
Properties=species:S:1:pos:R:3:lowdin_spin:R:1
Ru -0.531 0.987 -0.151 1.90
C 1.377 2.751 2.796 0.02
Si 0.627 1.257 1.953 0.23
C 2.215 0.302 1.508 0.27
C 3.216 0.116 2.475 0.07
C 4.312 -0.676 2.225 0.10
C 4.513 -1.239 0.966 0.13
C 3.601 -0.936 -0.059 0.03
C 2.448 -0.208 0.222 0.17
P 1.429 0.467 -1.175 0.18
C 1.584 -0.442 -2.734 0.01
C 1.953 -1.801 -2.850 0.01
C 1.908 -2.470 -4.093 0.00
C 1.480 -1.830 -5.252 0.01
C 1.103 -0.501 -5.155 0.00
C 1.131 0.181 -3.920 0.01
C 2.373 2.047 -1.246 0.07
C 1.872 3.198 -0.583 0.06
C 2.710 4.269 -0.327 0.01
C 3.986 4.326 -0.946 0.02
C 4.373 3.283 -1.767 0.02
C 3.574 2.115 -1.936 0.02
C -0.560 0.442 3.171 0.04
C -0.482 0.631 4.572 0.02
C -1.387 0.010 5.409 0.01
C -2.435 -0.710 4.880 0.02
C -2.487 -0.979 3.520 0.01
C -1.546 -0.396 2.641 0.04
P -1.551 -0.697 0.852 0.16
C -3.313 -1.211 0.451 0.03
C -3.723 -2.494 0.044 0.01
C -5.065 -2.714 -0.394 0.00
C -5.958 -1.682 -0.418 0.01
C -5.523 -0.383 -0.057 0.00
C -4.246 -0.174 0.446 0.01
C -0.676 -2.246 0.411 0.04
C 0.026 -2.958 1.392 0.02
C 0.636 -4.167 1.064 0.00
C 0.643 -4.620 -0.275 0.01
C 0.045 -3.858 -1.237 0.00
C -0.605 -2.649 -0.942 0.02
H 2.402 2.814 2.461 0.00
H 1.349 2.699 3.866 0.00
H 0.803 3.664 2.500 0.00
H 3.065 0.545 3.465 0.00
H 5.043 -0.856 3.036 0.01
H 5.399 -1.862 0.786 0.01
H 3.791 -1.291 -1.090 0.00
H 2.262 -2.377 -1.967 0.00
H 2.219 -3.528 -4.173 0.00
H 1.473 -2.347 -6.196 0.00
H 0.778 -0.010 -6.076 0.00
H 0.856 1.263 -3.932 0.00
H 0.808 3.228 -0.334 0.03
H 2.404 5.089 0.373 0.00
H 4.703 5.107 -0.694 0.00
H 5.255 3.430 -2.387 0.00
H 3.921 1.320 -2.572 0.00
H 0.290 1.262 5.005 0.00
H -1.305 0.074 6.485 0.00
H -3.178 -1.126 5.531 0.00
H -3.256 -1.616 3.088 0.00
H -3.048 -3.324 0.074 0.00
H -5.325 -3.708 -0.780 0.00
H -6.941 -1.855 -0.841 0.00
H -6.240 0.431 -0.248 0.00
H -3.909 0.811 0.745 0.00
H 0.040 -2.572 2.415 0.00
H 1.009 -4.836 1.885 0.00
H 1.059 -5.591 -0.515 0.00
H 0.152 -4.139 -2.254 0.00
H -1.018 -2.085 -1.753 0.00
O -5.847 4.978 -2.318 0.05
C -4.820 4.383 -2.008 0.02
S -4.212 4.374 -0.369 0.05
C -2.934 3.175 -0.506 0.22
C -2.777 2.602 -1.805 0.13
S -1.835 1.203 -2.115 0.40
S -3.660 3.439 -3.086 0.01
S -1.825 2.889 0.825 0.29
```

As for the expectation value of S²: 8.787. The value obtained for the HOMO energy (spin up / spin down) is -3.4 / -8.0 eV. Its frontier orbital gap (spin up / spin down) is 3.33 / 5.28 eV. As for the max |F|: 3.4 eV/A. The energy above the lowest of the compared OMol25 structures with the same formula, charge and spin comes out at 0.0 kJ/mol. As for the spin multiplicity: 6. Its charge is 0.

---

This record from the Open Molecules 2025 dataset describes a molecular structure, C40H32AsF6N3O4SV. The level of theory is wB97M-V/def2-TZVPD.

XYZ file:
```
88
Properties=species:S:1:pos:R:3:lowdin_spin:R:1
V 0.396 0.804 -0.745 1.82
C 5.434 -1.138 -2.113 0.00
C 4.232 -1.804 -2.324 0.00
C 3.041 -1.098 -2.348 0.00
C 3.079 0.276 -2.184 0.00
C 4.266 0.960 -1.985 0.00
C 5.451 0.239 -1.943 0.00
N 1.841 1.020 -2.192 -0.01
N 1.797 1.928 -3.050 0.06
C 0.626 2.702 -2.978 0.00
C 0.416 3.670 -3.937 0.01
C -0.741 4.430 -3.841 0.01
C -1.611 4.197 -2.791 0.01
C -1.314 3.206 -1.867 0.01
N -0.215 2.459 -1.964 0.00
H 6.361 -1.695 -2.088 0.00
H 4.223 -2.877 -2.468 0.00
H 2.097 -1.599 -2.504 0.00
H 4.258 2.034 -1.855 0.00
H 6.387 0.756 -1.782 0.00
H 1.145 3.807 -4.723 0.00
H -0.953 5.199 -4.571 0.00
H -2.515 4.778 -2.673 0.00
H -1.961 3.002 -1.027 0.00
O -6.589 3.312 -0.243 0.00
C -6.372 2.591 -1.366 0.00
O -7.201 2.550 -2.226 0.00
C -5.078 1.836 -1.448 0.00
C -4.323 1.488 -0.333 0.00
C -3.147 0.770 -0.477 0.00
C -2.694 0.403 -1.744 0.01
S -1.180 -0.487 -1.949 0.02
C -3.461 0.740 -2.861 0.00
C -4.645 1.440 -2.710 0.00
H -5.800 3.333 0.308 0.00
H -4.653 1.738 0.671 0.00
H -2.576 0.499 0.404 0.00
H -3.118 0.455 -3.847 0.00
H -5.253 1.696 -3.568 0.00
O 1.218 -0.791 -0.055 0.01
As 0.587 -2.059 0.886 0.01
C -1.196 -1.798 1.507 0.00
C -1.419 -0.940 2.580 0.00
C -2.712 -0.750 3.043 0.00
C -3.768 -1.418 2.437 0.00
C -3.540 -2.274 1.367 0.00
C -2.250 -2.470 0.898 0.00
C 1.738 -2.099 2.401 0.00
C 3.009 -1.547 2.272 0.00
C 3.868 -1.564 3.360 0.00
C 3.459 -2.131 4.561 0.00
C 2.190 -2.682 4.683 0.00
C 1.322 -2.666 3.602 0.00
C 0.711 -3.690 -0.089 0.00
C 1.122 -4.831 0.593 0.00
C 1.203 -6.038 -0.086 0.00
C 0.877 -6.099 -1.434 0.00
C 0.464 -4.957 -2.108 0.00
C 0.376 -3.747 -1.438 0.00
H -0.592 -0.428 3.054 0.00
H -2.894 -0.088 3.879 0.00
H -4.777 -1.272 2.801 0.00
H -4.366 -2.790 0.896 0.00
H -2.071 -3.132 0.061 0.00
H 3.315 -1.100 1.334 0.00
H 4.857 -1.134 3.271 0.00
H 4.133 -2.141 5.408 0.00
H 1.874 -3.120 5.621 0.00
H 0.328 -3.084 3.703 0.00
H 1.394 -4.786 1.640 0.00
H 1.525 -6.928 0.438 0.00
H 0.944 -7.041 -1.961 0.00
H 0.204 -5.009 -3.157 0.00
H 0.025 -2.863 -1.955 0.00
C 0.744 2.070 3.078 0.00
C 0.503 2.682 1.699 0.01
O 0.010 1.749 0.806 0.02
C -0.531 3.823 1.834 0.00
F -0.663 4.531 0.700 0.00
F -0.215 4.673 2.815 0.00
F -1.736 3.295 2.116 0.00
C 1.847 3.216 1.154 0.00
F 2.354 4.200 1.892 0.00
F 2.741 2.205 1.128 0.00
F 1.747 3.659 -0.114 0.00
H -0.214 1.843 3.542 0.00
H 1.293 2.749 3.728 0.00
H 1.315 1.151 2.952 0.00
```

As for the expectation value of S²: 2.021. The value obtained for the HOMO energy (spin up / spin down) is -10.6 / -10.8 eV. Its frontier orbital gap (spin up / spin down) is 6.60 / 6.46 eV. As for the max |F|: 0.9 eV/A. The energy above the lowest of the compared OMol25 structures with the same formula, charge and spin comes out at 0.0 kJ/mol. As for the spin multiplicity: 3. Its charge is +1.

---

This record from the Open Molecules 2025 dataset describes a molecular structure, C40H32BrKN5O4S. The level of theory is wB97M-V/def2-TZVPD.

XYZ file:
```
84
Properties=species:S:1:pos:R:3:lowdin_charge:R:1
K -0.315 0.745 0.413 0.72
C 0.073 4.208 0.486 -0.09
O 0.386 3.188 -0.446 -0.20
C 0.791 3.551 -1.697 -0.22
C 0.854 4.872 -2.115 -0.03
C 1.294 5.176 -3.400 -0.10
C 1.674 4.160 -4.259 -0.11
C 1.605 2.840 -3.839 -0.03
C 1.151 2.506 -2.570 -0.17
N 1.058 1.173 -2.078 0.04
N 1.224 0.319 -2.997 0.05
C 1.271 -1.015 -2.724 -0.18
C 1.428 -1.598 -1.417 -0.39
O 1.458 -0.966 -0.338 -0.13
C 1.575 -3.053 -1.371 0.00
C 1.517 -3.830 -2.465 -0.04
C 1.316 -3.267 -3.772 -0.20
C 1.198 -4.092 -4.900 -0.06
C 0.966 -3.563 -6.148 -0.12
C 0.849 -2.173 -6.280 -0.11
C 0.962 -1.347 -5.186 -0.04
C 1.204 -1.866 -3.895 -0.13
H -0.810 4.771 0.173 0.10
H 0.917 4.890 0.620 0.10
H -0.127 3.702 1.428 0.06
H 0.561 5.672 -1.451 0.10
H 1.341 6.211 -3.715 0.09
H 2.032 4.392 -5.254 0.09
H 1.908 2.033 -4.491 0.10
H 1.707 -3.473 -0.381 0.11
H 1.605 -4.909 -2.379 0.11
H 1.285 -5.165 -4.765 0.10
H 0.871 -4.208 -7.013 0.09
H 0.658 -1.740 -7.255 0.09
H 0.851 -0.278 -5.298 0.09
O -3.807 0.008 3.308 -0.16
C -4.361 1.038 3.878 -0.40
C -5.581 0.973 4.585 -0.04
C -6.140 2.105 5.153 -0.13
C -5.526 3.349 5.047 -0.14
C -4.323 3.439 4.354 -0.07
C -3.747 2.320 3.785 -0.13
C -2.437 2.359 3.044 -0.34
O -2.562 1.765 1.756 -0.10
N -1.453 1.663 3.865 0.01
N -0.206 1.622 3.325 0.00
C 0.566 0.679 3.694 -0.22
C 1.943 0.543 3.214 -0.62
Br 2.585 1.927 2.096 0.86
C 2.663 -0.545 3.488 -0.10
C 4.031 -0.883 3.065 -0.24
C 5.090 0.014 3.180 -0.07
C 6.366 -0.352 2.779 -0.09
C 6.600 -1.615 2.255 -0.10
C 5.551 -2.516 2.139 -0.09
C 4.278 -2.154 2.549 -0.03
H -3.094 0.958 1.961 0.06
H -6.069 0.009 4.666 0.10
H -7.079 2.017 5.689 0.09
H -5.975 4.228 5.491 0.08
H -3.823 4.398 4.257 0.10
H -2.076 3.377 2.885 0.14
H -1.835 0.757 4.140 0.12
H 0.227 -0.095 4.387 0.13
H 2.143 -1.308 4.063 0.12
H 4.912 1.000 3.588 0.09
H 7.180 0.355 2.875 0.10
H 7.595 -1.895 1.933 0.10
H 5.721 -3.500 1.722 0.10
H 3.456 -2.852 2.445 0.11
S -3.726 -3.447 0.859 1.05
C -2.999 -1.889 1.116 -0.43
N -2.353 -1.393 0.118 0.02
C -2.429 -2.238 -0.984 -0.31
C -1.872 -1.974 -2.237 0.00
C -2.012 -2.910 -3.239 -0.07
C -2.706 -4.107 -3.008 -0.09
C -3.274 -4.376 -1.780 -0.10
C -3.134 -3.426 -0.769 -0.49
H -3.143 -1.383 2.067 0.05
H -1.325 -1.056 -2.403 0.11
H -1.569 -2.725 -4.209 0.10
H -2.797 -4.831 -3.808 0.10
H -3.811 -5.299 -1.605 0.10
```

The value obtained for the HOMO energy is -4.5 eV. Its frontier orbital gap is 6.72 eV. As for the max |F|: 0.2 eV/A. The energy above the lowest of the compared OMol25 structures with the same formula, charge and spin comes out at 6.5 kJ/mol. Its charge is -1.